(1)
10
Properties=species:S:1:pos:R:3:forces:R:3 method="wB97M-V/def2-TZVPD" e_homo_ev="-8.24 / -8.92" e_above_lowest_ev=4.5000 energy_ev=-17998.159 total_charge=0
C -0.04183 1.38142 0.08574 -1.1 -1.5 -0.5
C -0.03801 -0.14044 -0.34636 1.0 1.7 -2.7
N -1.07977 2.01022 0.03978 -1.5 1.0 0.2
N -1.21215 -0.73958 0.08007 -1.9 -1.7 1.7
O -3.75699 -0.38773 0.51144 0.5 0.3 0.0
S -2.68995 0.06018 -0.38900 1.8 -0.6 0.4
H 0.85386 1.72714 0.49438 1.7 0.9 0.4
H -0.13946 -0.08174 -1.53037 0.9 -0.2 2.3
H 0.97774 -0.47124 -0.01570 -1.3 -0.8 -0.4
H -1.23598 -1.21148 1.02462 -0.2 0.9 -1.4

=====

(2)
10
Properties=species:S:1:pos:R:3:forces:R:3 method="wB97M-V/def2-TZVPD" e_homo_ev=-8.75 e_above_lowest_ev=1.9771 energy_ev=-18000.682 total_charge=0
C -0.11779 0.57853 0.37411 -2.9 0.5 1.3
C -1.00714 1.98984 1.62532 0.6 -1.2 -0.5
N 1.13177 0.43240 0.14802 -0.5 -2.7 -1.9
N -1.00061 -0.30320 -0.02890 -1.3 1.9 1.8
O -0.07324 2.57596 1.99751 0.9 1.2 0.6
S -2.60298 1.73902 1.76742 -0.3 -0.3 -0.3
H 1.79889 1.04397 0.39684 2.4 2.8 1.3
H 1.43815 -0.32148 -0.43919 0.4 -0.4 -0.2
H -1.89623 -0.10784 0.50094 0.6 -0.6 -1.3
H -0.84538 -1.07523 -0.61320 0.1 -1.3 -0.7

=====

(3)
10
Properties=species:S:1:pos:R:3:forces:R:3 method="wB97M-V/def2-TZVPD" e_homo_ev=-9.66 e_above_lowest_ev=4.4107 energy_ev=-17998.249 total_charge=0
C -0.23971 -0.61732 0.74925 0.3 -0.7 3.4
C 0.95795 0.82232 -1.12707 -1.3 -0.6 -0.8
N 0.79196 0.19193 0.19287 -0.3 1.3 -1.8
N -1.53302 -0.75240 0.59456 2.8 0.9 -0.5
O 3.27902 1.44586 0.25104 -0.6 0.1 -0.3
S 2.55226 0.38067 -0.41229 -1.4 -1.6 0.8
H 0.17968 -1.05684 1.76046 -0.3 0.7 -2.1
H 0.53059 0.20739 -1.99606 1.0 0.8 1.1
H 0.86420 1.91488 -1.35444 -0.3 -0.8 0.9
H -1.82233 -1.23953 1.45396 -0.1 0.0 -0.7

=====

(4)
10
Properties=species:S:1:pos:R:3:forces:R:3 method="wB97M-V/def2-TZVPD" e_homo_ev=-8.93 smiles="N/N=C/OC=S" e_above_lowest_ev=2.9279 energy_ev=-17999.731 total_charge=0
N 0.87823 -1.88534 -0.25696 0.4 -0.2 0.4
N 0.54948 -0.57490 0.01604 -0.8 0.3 -0.4
C -0.51094 -0.11712 -0.50366 0.6 -0.5 0.3
O -0.95196 1.14726 -0.23413 -0.4 0.4 -0.3
C -0.51087 1.77808 0.86103 0.1 0.5 0.3
S -0.84763 3.32911 1.17220 0.1 -0.6 -0.1
H 1.87515 -2.02261 -0.14564 -0.1 0.2 0.1
H 0.62436 -2.17253 -1.18083 -0.3 -0.2 -0.6
H -1.19715 -0.59891 -1.20382 0.3 -0.1 0.1
H 0.09133 1.11695 1.47578 0.0 0.2 0.3

=====

(5)
10
Properties=species:S:1:pos:R:3:forces:R:3 method="wB97M-V/def2-TZVPD" e_homo_ev="-10.06 / -9.23" e_above_lowest_ev=8.3830 energy_ev=-17994.276 total_charge=0
C -0.98856 0.62941 -0.10267 -0.5 -1.0 -0.6
C -0.27161 -0.70459 0.06658 0.6 0.2 -0.4
N -0.34268 1.71695 0.41036 1.4 0.9 0.3
N 1.75168 1.15428 -0.22693 -1.6 -0.1 -0.7
O 2.37451 -1.25994 0.42982 -0.3 -0.7 -0.4
S 1.54819 -0.33792 -0.34294 0.3 0.7 1.7
H -1.25152 0.76472 -1.16979 0.1 0.1 0.2
H -1.94169 0.58780 0.44973 -0.1 -0.1 0.0
H -0.24729 -1.07158 1.09179 0.2 0.0 0.0
H -0.63102 -1.47913 -0.60595 0.0 0.0 0.0

=====

(6)
11
Properties=species:S:1:pos:R:3:forces:R:3 method="wB97M-V/def2-TZVPD" e_homo_ev=-8.57 smiles="S/N=C1/NOCS1" e_above_lowest_ev=3.7126 energy_ev=-28833.371 total_charge=0
S 1.59727 -2.73368 0.64013 -1.4 1.8 -0.5
N 0.12061 -1.97195 0.06999 0.0 -2.0 -0.6
C -0.00704 -0.75026 -0.18555 -0.4 -0.3 -0.4
N -1.16499 -0.12232 -0.71371 -2.6 0.7 -2.5
O -1.04625 1.35695 -0.83824 0.7 -2.2 -0.9
C -0.28800 1.64722 0.26587 -0.8 0.1 1.9
S 1.11803 0.40531 0.27102 1.1 3.1 0.6
H 2.29600 -1.56896 0.80492 0.1 -0.7 0.1
H -1.65474 -0.34040 -1.66846 1.8 -0.2 2.6
H -1.03425 1.36734 1.11702 1.9 0.9 -0.5
H 0.06336 2.71075 0.23701 -0.3 -1.1 0.1